Here is a 11-piece molecular cluster, C20H65N13O11 overall in a non-equilibrium geometry from the OMol25 dataset. Energies are from ωB97M-V with the def2-TZVPD basis set.

```
109
Properties=species:S:1:pos:R:3:forces:R:3
C 19.735270 12.542480 11.529600 -1.1 0.8 2.8
O 19.858930 12.711390 12.732090 -0.4 -0.1 1.4
N 20.729960 12.084320 10.847770 3.7 -1.7 -2.5
N 18.654100 12.749370 10.820980 -2.1 0.7 -2.0
H 20.712220 12.079280 9.837930 0.4 -0.3 0.3
H 21.504150 11.727350 11.389350 0.1 0.5 -0.5
H 18.773770 12.682210 9.820350 -0.6 0.0 0.2
H 17.734490 12.966290 11.177880 0.2 -0.1 0.3
C 19.677390 8.837410 13.652830 -2.2 -1.7 -1.1
O 18.766900 8.079240 13.976220 0.1 -0.1 0.7
N 20.651440 9.260800 14.360300 3.9 1.1 4.8
N 19.806260 9.312770 12.442270 -1.1 1.1 -4.2
H 21.193490 10.061240 14.067770 -0.2 -0.2 0.3
H 20.747930 8.948450 15.315930 -0.1 0.2 -0.2
H 20.626640 9.769240 12.069850 -0.3 -0.2 0.4
H 19.134300 9.005950 11.753480 0.2 -0.1 -0.3
C 14.959120 7.930320 15.726610 1.5 1.1 -2.3
O 15.233780 8.981710 15.188430 0.7 2.1 -1.5
N 15.140540 6.757340 15.208270 0.5 -3.5 -2.4
N 14.546780 7.881550 16.925610 -2.8 0.1 6.1
H 15.620830 6.657930 14.325360 -0.1 0.2 -0.3
H 14.885600 5.910990 15.696940 0.3 0.3 -0.1
H 14.429820 8.738820 17.446680 -0.2 -0.1 -0.3
H 13.930770 7.117420 17.163800 0.2 0.2 0.4
C 15.682130 11.047580 12.373170 0.8 -0.5 -0.9
O 15.832450 11.675090 11.329240 0.8 1.2 -1.4
N 16.614770 10.697510 13.222500 2.9 0.7 1.2
N 14.573560 10.453460 12.654860 -4.3 -0.8 0.0
H 17.571540 10.913670 12.981740 0.0 0.0 0.5
H 16.348970 10.193550 14.056450 0.4 -0.4 0.1
H 13.863510 10.557100 11.944100 -0.4 -0.2 0.5
H 14.395420 10.052740 13.564690 -0.1 -0.3 -0.1
C 15.602600 12.422910 7.621100 -1.8 -0.4 -3.9
O 15.339460 12.743970 6.452660 0.7 -0.2 0.7
N 16.026970 13.206830 8.545820 2.2 4.1 3.6
N 15.390750 11.212020 8.108100 -0.7 -3.6 0.5
H 16.273840 14.175610 8.402200 -0.4 -0.3 -0.5
H 16.103530 12.909490 9.508010 -0.1 -0.2 -0.1
H 15.498890 11.005470 9.090830 0.1 0.1 0.0
H 15.223170 10.433250 7.487190 -0.1 0.4 0.0
C 8.099400 6.277020 14.808850 0.3 1.3 -2.6
C 9.307360 6.309430 15.707860 -1.0 -0.9 -1.1
C 10.417410 7.302060 15.318900 0.2 0.6 -0.5
O 10.840950 7.255000 13.964630 -0.4 -1.4 -0.5
C 11.808370 8.181970 13.541530 -0.1 0.9 0.5
N 8.791730 6.683970 16.992000 1.0 0.4 1.6
H 7.168050 5.855230 15.186740 0.4 -0.2 0.3
H 8.328010 5.883300 13.818490 0.0 -0.7 0.0
H 7.933610 7.311230 14.507150 -0.6 0.4 0.3
H 9.640520 5.273190 15.650290 0.8 0.0 0.8
H 11.247740 7.134410 16.004870 0.3 0.0 0.1
H 10.086540 8.331530 15.456050 -0.4 0.2 0.6
H 11.408780 9.192200 13.452830 -0.5 0.3 0.3
H 12.166730 8.012880 12.526110 0.0 -0.8 0.2
H 12.625280 8.268410 14.257970 0.3 -0.3 -0.1
H 8.138470 6.008030 17.361410 0.1 -0.1 -0.1
H 8.281240 7.544070 16.851540 -0.2 0.2 0.2
C 15.104710 7.319030 10.296070 -0.6 0.4 -0.5
C 16.553370 7.400750 10.761060 -0.2 0.4 -0.3
C 17.275690 8.478580 9.954610 -0.8 -0.2 -1.4
O 18.662760 8.365330 10.059550 0.9 0.5 0.6
C 19.374050 9.180870 9.119720 0.1 -0.7 1.1
N 16.639270 7.607200 12.208440 0.2 -0.6 -0.3
H 14.962980 7.037050 9.252760 0.6 0.1 -0.3
H 14.648460 8.306650 10.363480 -0.2 0.1 0.3
H 14.443230 6.601210 10.781130 0.4 0.1 0.7
H 17.045150 6.487670 10.425590 0.2 -0.3 0.7
H 16.897100 9.480140 10.158680 0.1 0.4 0.6
H 17.089320 8.345180 8.888980 -0.6 -0.3 -0.4
H 18.945470 10.181650 9.066260 -0.3 0.0 -0.4
H 19.442800 8.617960 8.188860 -0.1 0.5 -0.3
H 20.372980 9.306870 9.537310 0.1 -0.1 -0.1
H 17.600380 7.702810 12.503780 0.4 -0.7 0.2
H 16.303090 8.507560 12.518980 -0.8 0.2 -0.4
C 18.529630 11.888040 16.330180 0.4 -0.4 0.3
C 18.216130 13.336130 16.030850 0.9 0.0 -0.3
C 19.451840 14.342370 16.152940 -2.6 -0.4 0.6
O 19.979570 14.381390 17.481800 1.9 -1.6 -1.6
C 19.201170 14.835100 18.530390 -0.2 1.4 -0.9
N 17.625820 13.414920 14.677080 0.6 0.7 0.2
H 17.567230 11.387550 16.436920 0.1 -0.3 0.4
H 19.164430 11.757480 17.206590 -0.3 0.0 0.4
H 19.052200 11.348610 15.540220 0.1 0.3 -0.4
H 17.519570 13.657600 16.805170 -0.3 0.2 -0.2
H 18.990780 15.304500 15.929690 0.1 0.4 -0.1
H 20.186300 14.151760 15.370430 0.5 -0.2 0.6
H 18.873270 15.819570 18.196600 -0.9 0.3 0.3
H 19.870340 15.070480 19.357980 -0.2 -0.7 0.2
H 18.350340 14.188830 18.746090 0.1 0.0 0.4
H 17.016940 12.637370 14.465500 -0.6 -0.1 0.7
H 18.395420 13.128380 14.089100 0.5 0.5 -0.6
C 10.981080 10.000450 10.221890 -0.8 1.0 -0.5
O 12.339660 9.655400 10.110780 0.5 -0.2 0.9
H 10.623430 10.173080 11.236970 0.6 -0.9 0.4
H 10.776130 11.002590 9.845310 0.1 0.1 -0.7
H 10.336610 9.290300 9.703770 -0.1 -0.1 0.1
H 12.706850 9.911540 9.261570 -0.3 0.1 -0.1
C 13.110870 13.148040 11.266850 -0.2 -0.2 0.0
O 11.916300 13.872300 11.460060 -0.3 1.2 0.7
H 13.806030 13.628120 10.578110 -0.3 -0.3 -0.7
H 13.728960 13.094220 12.163050 -0.6 -0.1 0.4
H 12.696870 12.174390 11.004740 1.3 -0.5 -0.4
H 11.543410 14.107580 10.607310 0.1 0.0 0.0
C 14.420370 12.920720 15.651530 0.4 1.5 -0.5
O 13.077640 12.566750 15.745140 -0.9 -1.2 0.3
H 14.732510 13.497280 16.522300 0.2 -0.2 0.3
H 15.087330 12.073290 15.493030 -0.4 -0.3 0.2
H 14.568340 13.604270 14.815490 0.2 0.0 -0.3
H 12.471690 13.227770 15.402400 0.4 0.2 -0.1
```
Forces are in eV/Å.

**SMILES string**: COC[C@H](C)N.COC[C@H](C)N.COC[C@H](C)N.NC(N)=O.NC(N)=O.NC(N)=O.NC(N)=O.NC(N)=O.CO.CO.CO
**HOMO level**: -8.813 eV
**Energy**: -2340.4923 hartree
**Energy above the lowest of the compared OMol25 structures with the same formula, charge and spin**: 0.0 kcal/mol
**Total charge**: 0

Results of the Mulliken charge analysis, in e, for atoms 1 through 99: atom 1 (C): 0.58, atom 2 (O): -0.66, atom 3 (N): -0.41, atom 4 (N): -0.18, atom 5 (H): 0.17, atom 6 (H): 0.24, atom 7 (H): 0.17, atom 8 (H): 0.01, atom 9 (C): 0.74, atom 10 (O): -0.76, atom 11 (N): -0.35, atom 12 (N): 0.00, atom 13 (H): 0.16, atom 14 (H): 0.28, atom 15 (H): 0.09, atom 16 (H): -0.09, atom 17 (C): 0.06, atom 18 (O): -0.39, atom 19 (N): -0.24, atom 20 (N): -0.44, atom 21 (H): 0.19, atom 22 (H): 0.15, atom 23 (H): 0.26, atom 24 (H): 0.17, atom 25 (C): -0.01, atom 26 (O): -0.29, atom 27 (N): 1.47, atom 28 (N): 0.76, atom 29 (H): -0.73, atom 30 (H): -0.19, atom 31 (H): -0.32, atom 32 (H): -0.10, atom 33 (C): 0.47, atom 34 (O): -0.75, atom 35 (N): -0.15, atom 36 (N): -0.13, atom 37 (H): 0.20, atom 38 (H): 0.01, atom 39 (H): 0.01, atom 40 (H): 0.20, atom 41 (C): -1.46, atom 42 (C): 0.49, atom 43 (C): -0.51, atom 44 (O): -0.34, atom 45 (C): -0.22, atom 46 (N): -0.72, atom 47 (H): 0.38, atom 48 (H): 0.34, atom 49 (H): 0.34, atom 50 (H): 0.28, atom 51 (H): 0.02, atom 52 (H): 0.35, atom 53 (H): 0.25, atom 54 (H): 0.33, atom 55 (H): -0.14, atom 56 (H): 0.28, atom 57 (H): 0.29, atom 58 (C): -1.44, atom 59 (C): 0.23, atom 60 (C): -0.12, atom 61 (O): -0.59, atom 62 (C): -0.76, atom 63 (N): -0.46, atom 64 (H): 0.50, atom 65 (H): 0.07, atom 66 (H): 0.37, atom 67 (H): 0.41, atom 68 (H): -0.34, atom 69 (H): 0.77, atom 70 (H): 0.11, atom 71 (H): 0.35, atom 72 (H): 0.31, atom 73 (H): 0.19, atom 74 (H): 0.24, atom 75 (C): -0.93, atom 76 (C): 0.60, atom 77 (C): -0.84, atom 78 (O): -0.41, atom 79 (C): -0.64, atom 80 (N): -0.60, atom 81 (H): 0.15, atom 82 (H): 0.51, atom 83 (H): 0.06, atom 84 (H): 0.23, atom 85 (H): 0.42, atom 86 (H): 0.32, atom 87 (H): 0.31, atom 88 (H): 0.26, atom 89 (H): 0.23, atom 90 (H): 0.06, atom 91 (H): 0.28, atom 92 (C): -0.86, atom 93 (O): -0.30, atom 94 (H): 0.29, atom 95 (H): 0.35, atom 96 (H): 0.30, atom 97 (H): 0.22, atom 98 (C): 0.49, atom 99 (O): -0.59